{"formula": "C23H26N6O5S", "method": "ωB97M-V/def2-TZVPD", "homo_ev": -8.92, "multiplicity": 1, "smiles": "C#CCCCC1=C(N=C=S)C(=O)C=C(CCC(=O)Nc2ccccc2)C1=O.NC(N)=O.NC(N)=O", "total_energy_ha": -1994.9513, "lumo_ev": -1.653, "homo_lumo_gap_ev": 7.263, "symbols": ["S", "O", "O", "O", "O", "O", "N", "N", "N", "N", "N", "N", "C", "C", "C", "C", "C", "C", "C", "C", "C", "C", "C", "C", "C", "C", "C", "C", "C", "C", "C", "C", "C", "C", "C", "H", "H", "H", "H", "H", "H", "H", "H", "H", "H", "H", "H", "H", "H", "H", "H", "H", "H", "H", "H", "H", "H", "H", "H", "H", "H"], "positions_angstrom": [[-3.1350, 1.8159, -1.3011], [-0.2988, -0.3161, -3.2056], [-0.7939, -4.3759, 0.0162], [1.3193, -2.7902, 2.5407], [-4.4689, 4.3859, -6.3232], [4.9444, 4.7533, 2.1981], [-2.8528, -0.7634, -2.2799], [-4.6448, 2.4234, -5.1993], [2.7044, -0.9690, 2.7068], [6.5622, 4.3346, 0.6664], [-3.5816, 4.2328, -4.2406], [5.1976, 2.6337, 1.4375], [2.1340, -2.0683, 2.0256], [-1.8963, -2.5637, -0.9754], [-3.2365, -2.9810, -0.4547], [0.7785, -1.7250, -1.6711], [1.8519, -3.3700, -0.1245], [-2.9619, 0.3760, -1.8862], [2.6849, -2.3543, 0.6435], [1.6247, 0.6969, 1.2073], [1.2472, 2.0050, 0.9740], [-4.4774, -2.5162, 1.7777], [-3.8458, -1.9336, 0.5075], [2.0946, 2.6401, 3.1045], [-0.6803, -3.3095, -0.5471], [2.2588, 0.3440, 2.3918], [-4.2472, 3.7280, -5.3243], [-3.6199, -3.5153, 2.4182], [2.4770, 1.3359, 3.3409], [5.5279, 3.9591, 1.4825], [-2.8885, -4.4395, 2.6408], [1.4821, 2.9910, 1.9156], [-1.7482, -1.5342, -1.8113], [-0.4028, -1.1318, -2.3145], [0.6764, -2.7423, -0.8150], [1.7316, -1.2843, -1.9337], [-3.2721, 5.1846, -4.2951], [2.8641, -1.4428, 0.0793], [-4.6175, -1.3917, -0.0388], [-3.3954, 3.6988, -3.4128], [0.7678, 2.2584, 0.0381], [7.0564, 3.6999, 0.0695], [1.1853, 4.0071, 1.7029], [6.8265, 5.3014, 0.6787], [-4.4676, 1.8672, -4.3847], [-2.1926, -5.2240, 2.8130], [1.5090, -4.1858, 0.5032], [-3.8866, -3.0689, -1.3282], [-5.4759, -2.9144, 1.6065], [-5.1339, 2.0176, -5.9744], [2.6912, -1.1245, 3.7066], [-4.5985, -1.6986, 2.4933], [2.4894, -3.8157, -0.8917], [3.6790, -2.7779, 0.8155], [-3.1632, -3.9660, -0.0056], [2.9455, 1.1213, 4.2936], [4.4367, 2.3344, 2.0219], [5.6625, 1.9651, 0.8543], [-3.0897, -1.1980, 0.7827], [2.2647, 3.4191, 3.8341], [1.3979, -0.0383, 0.4503]], "forces_ev_per_a": [[-0.11, -0.08, -0.19], [0.05, 0.05, 0.14], [0.06, 0.07, -0.06], [0.23, -0.06, 0.24], [-0.01, 0.01, -0.01], [-0.01, 0.01, 0.01], [0.45, 0.27, 0.56], [-0.05, -0.03, -0.01], [-0.20, 0.06, -0.15], [0.01, 0.02, -0.01], [-0.01, 0.04, 0.03], [0.01, -0.01, 0.04], [-0.24, 0.00, -0.28], [-0.22, 0.15, -0.06], [-0.17, 0.10, -0.38], [-0.04, -0.23, 0.20], [0.11, -0.01, -0.54], [-0.20, 0.00, -0.08], [0.19, -0.31, 0.26], [-0.03, -0.40, -0.21], [0.00, 0.28, -0.02], [0.29, 0.50, 0.80], [-0.07, -0.21, -0.27], [-0.20, 0.47, -0.07], [-0.12, -0.41, 0.28], [0.33, -0.03, 0.17], [0.02, -0.03, 0.03], [-0.10, -0.47, -0.70], [0.15, 0.26, 0.37], [-0.01, -0.02, -0.03], [0.12, 0.15, 0.17], [-0.15, -0.05, -0.36], [0.20, -0.35, -0.15], [-0.12, 0.41, -0.36], [-0.08, 0.18, -0.01], [0.02, 0.02, -0.14], [-0.01, 0.00, -0.02], [-0.01, 0.09, 0.02], [-0.03, 0.15, 0.09], [0.04, -0.03, -0.02], [-0.04, -0.04, -0.04], [-0.01, -0.01, 0.01], [0.06, 0.08, 0.13], [-0.01, 0.00, 0.01], [0.03, 0.02, 0.01], [-0.01, -0.02, 0.16], [0.00, 0.09, 0.20], [-0.10, -0.07, 0.03], [0.02, -0.19, -0.13], [0.01, 0.01, -0.01], [-0.21, -0.04, 0.00], [-0.22, 0.10, -0.11], [0.00, -0.02, -0.04], [0.04, 0.04, 0.11], [0.10, 0.02, 0.17], [0.07, -0.27, -0.04], [-0.04, -0.03, -0.03], [0.01, 0.02, -0.01], [0.08, -0.06, 0.13], [0.15, -0.12, 0.16], [-0.02, -0.09, 0.02]]}